1.
{
  "formula": "C4H6N2O2",
  "method": "the ωB97M-V functional and the def2-TZVPD basis",
  "e_homo_ha": -0.3505,
  "orbital_gap_ha": 0.38457,
  "total_energy_ha": -415.77903,
  "relative_energy_kj_mol": 686.80,
  "e_lumo_ev": 0.93,
  "symbols": ["C", "C", "C", "C", "H", "H", "H", "H", "H", "H", "N", "N", "O", "O"],
  "positions_angstrom": [[-0.47, 0.26, -1.23], [0.62, -0.94, -0.81], [1.43, 0.00, 0.14], [-1.10, 0.53, 1.68], [-0.06, 1.29, -1.30], [-0.78, 0.18, -2.24], [1.39, -1.47, -1.60], [0.08, -1.80, -0.46], [2.40, 0.26, 0.00], [-1.13, 1.06, 2.68], [1.07, 0.25, 1.28], [-1.81, 0.81, 0.71], [-0.16, -0.46, 1.55], [-1.47, 0.03, -0.40]]
}

=====

2.
{
  "formula": "C10H15LiN2O3S",
  "method": "the ωB97M-V functional and the def2-TZVPD basis",
  "e_homo_ha": -0.2323,
  "orbital_gap_ha": 0.23096,
  "total_energy_ha": -1131.12233,
  "e_lumo_ev": -0.04,
  "symbols": ["Li", "N", "C", "C", "O", "O", "H", "H", "H", "H", "H", "S", "C", "C", "C", "C", "C", "C", "H", "H", "H", "H", "H", "C", "C", "N", "O", "H", "H", "H", "H", "H"],
  "positions_angstrom": [[0.22, 1.03, -0.24], [2.45, -2.77, 1.32], [1.51, -1.73, 0.89], [1.76, -0.43, 1.64], [2.61, -0.54, 2.65], [1.24, 0.63, 1.39], [2.01, -3.67, 1.35], [2.88, -1.49, 2.65], [3.24, -2.83, 0.70], [0.48, -2.01, 1.11], [1.51, -1.53, -0.18], [-1.28, -0.66, -0.78], [-2.95, -0.26, -0.38], [-3.41, 1.06, -0.25], [-4.73, 1.33, 0.05], [-5.64, 0.30, 0.23], [-5.20, -1.01, 0.12], [-3.88, -1.29, -0.18], [-2.70, 1.87, -0.40], [-5.06, 2.36, 0.13], [-6.68, 0.52, 0.46], [-5.90, -1.83, 0.26], [-3.54, -2.31, -0.27], [3.69, 1.55, -2.43], [2.90, 1.74, -1.17], [3.59, 1.91, -0.03], [1.67, 1.75, -1.19], [4.76, 1.63, -2.28], [3.37, 2.28, -3.17], [3.46, 0.56, -2.84], [4.59, 1.89, 0.00], [3.07, 1.96, 0.84]]
}

=====

3.
{
  "formula": "C10H11N3O",
  "method": "the ωB97M-V functional and the def2-TZVPD basis",
  "e_homo_ha": -0.5797,
  "orbital_gap_ha": 0.23507,
  "total_energy_ha": -626.45865,
  "total_charge": 2,
  "relative_energy_kj_mol": 0.00,
  "e_lumo_ev": -9.38,
  "symbols": ["C", "C", "C", "C", "C", "C", "C", "C", "C", "C", "N", "N", "N", "O", "H", "H", "H", "H", "H", "H", "H", "H", "H", "H", "H"],
  "positions_angstrom": [[3.51, -0.28, 0.51], [3.44, 0.33, -0.71], [2.36, -0.36, 1.34], [2.18, 0.67, -1.12], [1.09, -0.04, 0.90], [0.95, 0.27, -0.45], [-1.28, 1.38, -0.10], [-2.58, 0.62, 0.43], [-1.40, -1.09, -0.52], [-0.39, 0.46, -0.94], [-2.49, -0.68, 0.13], [-3.57, 1.33, 0.83], [-1.02, -2.31, -0.70], [-1.28, 2.57, 0.09], [4.53, -0.71, 0.84], [4.31, 0.51, -1.32], [2.36, -0.60, 2.48], [2.13, 1.17, -2.11], [0.20, -0.35, 1.49], [-0.28, 0.62, -2.05], [-3.26, -1.24, 0.38], [-3.43, 2.31, 1.06], [-4.50, 0.95, 1.18], [0.01, -2.41, -1.10], [-1.60, -3.12, -0.53]]
}

=====

4.
{
  "formula": "C39H28BrClN3O7PSc",
  "method": "the ωB97M-V functional and the def2-TZVPD basis",
  "e_homo_ha": -0.4068,
  "orbital_gap_ha": 0.30098,
  "total_energy_ha": -6330.29345,
  "total_charge": 1,
  "relative_energy_kj_mol": 69.86,
  "e_lumo_ev": -2.88,
  "symbols": ["Sc", "O", "C", "C", "C", "N", "C", "C", "C", "O", "O", "C", "O", "O", "H", "H", "H", "Cl", "C", "C", "C", "C", "C", "C", "P", "C", "C", "C", "C", "C", "C", "C", "C", "C", "C", "C", "C", "H", "H", "H", "H", "H", "H", "H", "H", "H", "H", "H", "H", "H", "H", "C", "O", "C", "C", "C", "Br", "C", "C", "C", "O", "C", "N", "C", "C", "C", "C", "C", "C", "N", "H", "H", "H", "H", "H", "H", "H", "H", "H", "H", "H"],
  "positions_angstrom": [[1.03, -0.19, 1.67], [-0.36, 4.07, 5.92], [-0.02, 3.11, 5.05], [1.30, 2.66, 4.91], [1.53, 1.69, 3.98], [0.55, 1.17, 3.25], [-0.72, 1.57, 3.40], [-1.06, 2.55, 4.29], [-1.66, 0.79, 2.51], [-2.85, 0.94, 2.56], [-0.98, -0.04, 1.73], [2.87, 1.04, 3.65], [3.85, 1.25, 4.29], [2.73, 0.24, 2.60], [0.40, 4.39, 6.41], [2.12, 3.06, 5.50], [-2.08, 2.88, 4.41], [3.17, -0.34, -0.40], [2.90, 0.83, -1.70], [3.89, 0.91, -2.66], [3.72, 1.81, -3.70], [2.58, 2.60, -3.77], [1.60, 2.49, -2.79], [1.75, 1.59, -1.73], [0.48, 1.44, -0.44], [0.11, 3.14, 0.05], [0.94, 3.72, 1.02], [0.74, 5.03, 1.41], [-0.29, 5.77, 0.85], [-1.12, 5.21, -0.11], [-0.92, 3.89, -0.51], [-0.94, 0.75, -1.35], [-0.68, -0.09, -2.44], [-1.73, -0.77, -3.07], [-3.02, -0.61, -2.60], [-3.28, 0.22, -1.52], [-2.24, 0.90, -0.89], [4.78, 0.30, -2.59], [4.49, 1.90, -4.45], [2.45, 3.30, -4.58], [0.71, 3.10, -2.84], [1.75, 3.15, 1.45], [1.39, 5.47, 2.16], [-0.45, 6.80, 1.17], [-1.92, 5.78, -0.54], [-1.57, 3.45, -1.26], [0.32, -0.20, -2.83], [-1.52, -1.40, -3.92], [-3.84, -1.14, -3.08], [-4.29, 0.34, -1.15], [-2.47, 1.52, -0.04], [0.73, -1.97, 4.36], [0.79, -2.04, 2.92], [0.08, -3.07, 2.32], [-0.56, -4.08, 3.00], [-1.26, -5.04, 2.28], [-2.14, -6.41, 3.21], [-1.33, -5.00, 0.90], [-0.68, -3.98, 0.22], [0.01, -3.02, 0.94], [0.63, -1.94, 0.32], [-0.78, -3.86, -1.26], [-1.85, -4.09, -1.95], [-1.48, -3.79, -3.27], [-2.25, -3.83, -4.43], [-1.66, -3.43, -5.61], [-0.31, -3.01, -5.65], [0.46, -2.96, -4.50], [-0.17, -3.35, -3.32], [0.27, -3.36, -2.00], [-0.30, -1.82, 4.68], [1.35, -1.13, 4.64], [1.14, -2.89, 4.78], [-0.53, -4.13, 4.08], [-1.90, -5.73, 0.34], [0.24, -1.79, -0.56], [-3.28, -4.16, -4.39], [-2.22, -3.45, -6.53], [0.12, -2.72, -6.59], [1.49, -2.63, -4.53], [1.24, -3.39, -1.71]]
}

=====

5.
{
  "formula": "C28H26F3NO5PPd",
  "method": "the ωB97M-V functional and the def2-TZVPD basis",
  "e_homo_ha": [-0.3795, -0.4480],
  "orbital_gap_ha": [0.26174, 0.21372],
  "s2": 6.07,
  "multiplicity": 5,
  "total_energy_ha": -2281.98851,
  "total_charge": 1,
  "relative_energy_kj_mol": 83.02,
  "e_lumo_ev": [-3.20, -6.38],
  "symbols": ["Pd", "O", "C", "C", "N", "C", "C", "O", "O", "C", "C", "O", "O", "H", "H", "H", "H", "H", "H", "H", "H", "H", "F", "C", "F", "F", "C", "C", "C", "C", "C", "C", "C", "C", "H", "H", "H", "H", "C", "P", "C", "C", "C", "C", "C", "C", "C", "C", "C", "C", "C", "C", "H", "H", "H", "H", "H", "H", "H", "H", "H", "H", "H", "H", "H"],
  "positions_angstrom": [[0.06, 0.16, -0.84], [-2.27, -0.65, -0.68], [-2.94, 0.50, -0.18], [-2.45, 0.92, 1.21], [-1.02, 1.21, 1.28], [-0.34, 0.71, 2.41], [0.25, -0.89, 2.17], [0.64, -1.35, 3.20], [0.12, -1.27, 1.02], [-0.60, 2.53, 0.84], [1.00, 2.62, 0.57], [1.53, 3.66, 0.87], [1.52, 1.60, 0.04], [-2.42, -1.39, -0.07], [-2.76, 1.29, -0.92], [-4.02, 0.31, -0.13], [-3.01, 1.81, 1.52], [-2.67, 0.11, 1.91], [0.57, 1.28, 2.63], [-0.96, 0.58, 3.30], [-1.11, 2.80, -0.09], [-0.80, 3.29, 1.61], [1.37, -8.03, 0.14], [1.56, -7.08, 1.06], [2.77, -7.27, 1.58], [0.67, -7.31, 2.04], [1.40, -5.70, 0.47], [2.33, -4.71, 0.79], [2.25, -3.48, 0.18], [1.24, -3.24, -0.77], [0.28, -4.22, -1.03], [0.36, -5.45, -0.42], [1.24, -2.05, -1.53], [1.26, -1.07, -2.28], [3.12, -4.92, 1.49], [2.98, -2.71, 0.40], [-0.51, -4.02, -1.74], [-0.35, -6.23, -0.64], [0.40, 3.56, -2.52], [0.15, 1.75, -2.67], [1.71, 1.12, -3.30], [1.67, -0.37, -3.53], [2.97, -0.94, -3.99], [4.10, -0.18, -4.04], [4.09, 1.17, -3.67], [2.90, 1.80, -3.31], [-1.04, 1.66, -4.05], [-0.66, 1.36, -5.35], [-1.61, 1.36, -6.36], [-2.93, 1.66, -6.08], [-3.32, 1.96, -4.78], [-2.37, 1.96, -3.77], [0.76, 3.92, -3.48], [1.11, 3.79, -1.73], [-0.56, 4.04, -2.29], [0.88, -0.61, -4.27], [2.98, -1.98, -4.27], [5.02, -0.63, -4.38], [5.01, 1.73, -3.66], [2.92, 2.85, -3.05], [0.38, 1.16, -5.58], [-1.31, 1.12, -7.37], [-3.66, 1.66, -6.87], [-4.35, 2.19, -4.56], [-2.67, 2.20, -2.76]]
}

=====

6.
{
  "formula": "C16H37B3N4O7S",
  "method": "the ωB97M-V functional and the def2-TZVPD basis",
  "e_homo_ha": -0.3181,
  "orbital_gap_ha": 0.32512,
  "total_energy_ha": -1850.45254,
  "e_lumo_ev": 0.19,
  "symbols": ["C", "C", "N", "C", "B", "O", "B", "O", "B", "N", "C", "S", "O", "H", "H", "H", "H", "H", "H", "H", "C", "O", "C", "C", "N", "C", "C", "O", "C", "H", "H", "H", "H", "H", "H", "H", "H", "H", "H", "H", "H", "H", "H", "H", "C", "O", "C", "C", "N", "C", "C", "O", "C", "H", "H", "H", "H", "H", "H", "H", "H", "H", "H", "H", "H", "H", "H", "H"],
  "positions_angstrom": [[2.23, 2.72, 0.06], [2.09, 1.68, -0.99], [3.03, 1.56, -1.84], [0.81, 0.88, -1.02], [1.08, -0.66, -0.99], [1.56, -1.35, 0.11], [2.75, -1.97, -0.30], [2.64, -2.82, -1.38], [2.08, -2.09, -2.42], [2.81, -1.98, -3.67], [2.38, -1.22, -4.55], [1.90, -0.22, -5.62], [0.90, -1.42, -2.16], [1.60, 3.56, -0.22], [3.25, 3.09, 0.06], [1.97, 2.36, 1.05], [2.79, 0.86, -2.55], [0.19, 1.13, -1.87], [0.24, 1.13, -0.13], [3.79, -1.68, 0.20], [1.18, 6.80, 0.16], [0.17, 5.81, 0.14], [-0.19, 5.33, 1.43], [-1.61, 5.73, 1.77], [-1.70, 7.16, 2.01], [-3.07, 7.66, 2.14], [-3.98, 7.57, 0.92], [-3.59, 8.40, -0.15], [-2.65, 7.85, -1.05], [1.46, 7.00, -0.88], [0.82, 7.74, 0.60], [2.07, 6.46, 0.70], [0.51, 5.66, 2.19], [-0.14, 4.23, 1.38], [-1.92, 5.20, 2.68], [-2.25, 5.40, 0.95], [-1.25, 7.65, 1.25], [-3.00, 8.72, 2.42], [-3.55, 7.15, 2.98], [-4.96, 7.93, 1.23], [-4.12, 6.54, 0.58], [-2.75, 6.76, -1.13], [-1.62, 8.09, -0.75], [-2.82, 8.29, -2.03], [0.09, -4.16, 0.29], [-0.82, -5.08, -0.29], [-0.29, -5.76, -1.42], [-0.10, -7.23, -1.12], [0.98, -7.44, -0.17], [1.09, -8.81, 0.34], [-0.06, -9.35, 1.18], [-0.22, -8.71, 2.43], [-1.01, -7.53, 2.42], [-0.46, -3.61, 1.06], [0.93, -4.67, 0.77], [0.46, -3.45, -0.44], [0.65, -5.31, -1.75], [-1.02, -5.66, -2.23], [0.14, -7.76, -2.05], [-1.06, -7.62, -0.75], [0.85, -6.82, 0.61], [1.99, -8.85, 0.95], [1.25, -9.48, -0.51], [0.16, -10.39, 1.40], [-1.02, -9.35, 0.63], [-1.80, -7.58, 1.67], [-0.40, -6.64, 2.27], [-1.48, -7.45, 3.41]]
}

=====

Copy entry 5 word for word.
{
  "formula": "C28H26F3NO5PPd",
  "method": "the ωB97M-V functional and the def2-TZVPD basis",
  "e_homo_ha": [-0.3795, -0.4480],
  "orbital_gap_ha": [0.26174, 0.21372],
  "s2": 6.07,
  "multiplicity": 5,
  "total_energy_ha": -2281.98851,
  "total_charge": 1,
  "relative_energy_kj_mol": 83.02,
  "e_lumo_ev": [-3.20, -6.38],
  "symbols": ["Pd", "O", "C", "C", "N", "C", "C", "O", "O", "C", "C", "O", "O", "H", "H", "H", "H", "H", "H", "H", "H", "H", "F", "C", "F", "F", "C", "C", "C", "C", "C", "C", "C", "C", "H", "H", "H", "H", "C", "P", "C", "C", "C", "C", "C", "C", "C", "C", "C", "C", "C", "C", "H", "H", "H", "H", "H", "H", "H", "H", "H", "H", "H", "H", "H"],
  "positions_angstrom": [[0.06, 0.16, -0.84], [-2.27, -0.65, -0.68], [-2.94, 0.50, -0.18], [-2.45, 0.92, 1.21], [-1.02, 1.21, 1.28], [-0.34, 0.71, 2.41], [0.25, -0.89, 2.17], [0.64, -1.35, 3.20], [0.12, -1.27, 1.02], [-0.60, 2.53, 0.84], [1.00, 2.62, 0.57], [1.53, 3.66, 0.87], [1.52, 1.60, 0.04], [-2.42, -1.39, -0.07], [-2.76, 1.29, -0.92], [-4.02, 0.31, -0.13], [-3.01, 1.81, 1.52], [-2.67, 0.11, 1.91], [0.57, 1.28, 2.63], [-0.96, 0.58, 3.30], [-1.11, 2.80, -0.09], [-0.80, 3.29, 1.61], [1.37, -8.03, 0.14], [1.56, -7.08, 1.06], [2.77, -7.27, 1.58], [0.67, -7.31, 2.04], [1.40, -5.70, 0.47], [2.33, -4.71, 0.79], [2.25, -3.48, 0.18], [1.24, -3.24, -0.77], [0.28, -4.22, -1.03], [0.36, -5.45, -0.42], [1.24, -2.05, -1.53], [1.26, -1.07, -2.28], [3.12, -4.92, 1.49], [2.98, -2.71, 0.40], [-0.51, -4.02, -1.74], [-0.35, -6.23, -0.64], [0.40, 3.56, -2.52], [0.15, 1.75, -2.67], [1.71, 1.12, -3.30], [1.67, -0.37, -3.53], [2.97, -0.94, -3.99], [4.10, -0.18, -4.04], [4.09, 1.17, -3.67], [2.90, 1.80, -3.31], [-1.04, 1.66, -4.05], [-0.66, 1.36, -5.35], [-1.61, 1.36, -6.36], [-2.93, 1.66, -6.08], [-3.32, 1.96, -4.78], [-2.37, 1.96, -3.77], [0.76, 3.92, -3.48], [1.11, 3.79, -1.73], [-0.56, 4.04, -2.29], [0.88, -0.61, -4.27], [2.98, -1.98, -4.27], [5.02, -0.63, -4.38], [5.01, 1.73, -3.66], [2.92, 2.85, -3.05], [0.38, 1.16, -5.58], [-1.31, 1.12, -7.37], [-3.66, 1.66, -6.87], [-4.35, 2.19, -4.56], [-2.67, 2.20, -2.76]]
}